Entry 1:
{
  "formula": "C7H9N",
  "method": "ωB97M-V/def2-TZVPD",
  "homo_lumo_gap_ev": 10.67,
  "e_homo_ev": -9.75,
  "e_above_lowest_kj_mol": 387.8,
  "e_lumo_ev": 0.93,
  "e_tot_ha": -326.7433,
  "elements": ["C", "C", "C", "C", "C", "C", "C", "N", "H", "H", "H", "H", "H", "H", "H", "H", "H"],
  "xyz": [[-2.340, 0.234, -1.186], [0.484, -0.883, -2.600], [-3.171, 0.755, -2.099], [-1.432, -0.090, -0.250], [0.054, 0.240, -0.300], [2.229, 0.223, 0.965], [0.815, -0.247, 0.924], [0.434, -0.367, -1.557], [-3.399, 0.253, -3.084], [-3.564, 1.677, -1.715], [-1.804, -0.776, 0.467], [0.246, 1.289, -0.441], [2.838, -0.111, 1.751], [2.368, 1.261, 0.980], [2.930, -0.066, 0.177], [0.122, -0.045, 1.727], [0.733, -1.388, 1.050]],
  "nbo_charge": [0.145, 0.276, -0.497, -0.322, -0.072, -0.634, -0.407, -0.530, 0.247, 0.234, 0.228, 0.225, 0.225, 0.209, 0.227, 0.226, 0.218]
}



Entry 2:
{
  "formula": "C46H64IrN7OSeSi",
  "method": "ωB97M-V/def2-TZVPD",
  "homo_lumo_gap_ev": [4.39, 4.21],
  "e_homo_ev": [-14.29, -14.27],
  "e_above_lowest_kj_mol": 333.1,
  "total_charge": 3,
  "e_lumo_ev": [-9.91, -10.06],
  "e_tot_ha": -5044.2024,
  "spin_multiplicity": 2,
  "elements": ["Ir", "C", "C", "N", "C", "C", "N", "C", "C", "N", "C", "C", "N", "C", "C", "C", "C", "C", "C", "C", "N", "H", "H", "H", "H", "H", "H", "H", "H", "H", "H", "H", "H", "H", "H", "H", "H", "H", "H", "H", "H", "H", "H", "H", "C", "C", "C", "C", "N", "C", "Se", "N", "C", "C", "C", "C", "C", "C", "C", "C", "C", "C", "H", "H", "H", "H", "H", "H", "H", "H", "H", "H", "H", "H", "H", "H", "H", "H", "H", "H", "H", "H", "H", "H", "C", "C", "C", "C", "Si", "O", "C", "C", "C", "C", "C", "C", "C", "C", "C", "C", "C", "C", "H", "H", "H", "H", "H", "H", "H", "H", "H", "H", "H", "H", "H", "H", "H", "H", "H", "H", "H"],
  "xyz": [[1.245, 0.459, -0.705], [-1.013, 2.030, 2.163], [-0.515, 2.284, 0.730], [0.867, 1.830, 0.605], [1.927, 2.358, 1.447], [2.743, 1.180, 1.977], [2.948, 0.123, 0.946], [4.285, 0.054, 0.321], [4.310, 0.860, -0.965], [3.181, 0.431, -1.812], [3.389, -0.837, -2.571], [2.180, -1.796, -2.482], [1.006, -1.059, -2.031], [-0.207, -1.247, -2.428], [-0.602, -2.264, -3.446], [-1.213, -0.361, -1.773], [-2.569, -0.291, -2.024], [-3.333, 0.630, -1.312], [-2.743, 1.486, -0.394], [-1.371, 1.422, -0.206], [-0.686, 0.484, -0.855], [-0.875, 0.968, 2.383], [-2.071, 2.279, 2.258], [-0.456, 2.610, 2.898], [1.557, 2.943, 2.290], [2.560, 3.015, 0.844], [2.195, 0.723, 2.802], [3.701, 1.540, 2.355], [2.773, -0.772, 1.395], [4.492, -0.993, 0.099], [5.060, 0.410, 1.002], [5.269, 0.731, -1.471], [4.180, 1.922, -0.753], [2.930, 1.174, -2.463], [4.275, -1.340, -2.189], [3.580, -0.595, -3.615], [2.377, -2.572, -1.738], [2.015, -2.290, -3.438], [-0.434, -3.272, -3.060], [-0.001, -2.155, -4.350], [-1.647, -2.177, -3.723], [-3.037, -0.932, -2.758], [-4.400, 0.682, -1.485], [-3.344, 2.196, 0.156], [1.134, -5.179, 4.651], [2.058, -5.750, 3.576], [2.192, -4.877, 2.323], [1.054, -5.000, 1.316], [-0.255, -4.526, 1.782], [-0.661, -3.243, 1.850], [0.417, -1.744, 1.567], [-1.957, -3.225, 2.229], [-2.815, -2.049, 2.368], [-3.248, -1.754, 3.801], [-2.139, -1.220, 4.713], [-1.218, -2.298, 5.281], [-2.398, -4.533, 2.403], [-3.641, -5.048, 2.764], [-3.740, -6.421, 2.848], [-2.640, -7.257, 2.581], [-1.415, -6.744, 2.214], [-1.319, -5.358, 2.122], [1.206, -5.767, 5.566], [0.085, -5.184, 4.351], [1.417, -4.152, 4.897], [1.726, -6.754, 3.292], [3.053, -5.866, 4.006], [3.097, -5.165, 1.781], [2.309, -3.832, 2.618], [0.926, -6.047, 1.044], [1.290, -4.446, 0.407], [-3.691, -2.218, 1.737], [-2.262, -1.202, 1.962], [-3.683, -2.650, 4.250], [-4.050, -1.015, 3.731], [-2.613, -0.698, 5.546], [-1.546, -0.475, 4.169], [-1.796, -3.065, 5.800], [-0.521, -1.870, 6.001], [-0.626, -2.787, 4.506], [-4.491, -4.412, 2.967], [-4.683, -6.869, 3.129], [-2.762, -8.328, 2.668], [-0.573, -7.394, 2.016], [1.159, 6.095, -2.774], [1.774, 4.702, -2.586], [2.572, 4.641, -1.281], [2.628, 4.267, -3.779], [0.430, 3.335, -2.456], [1.191, 1.934, -2.079], [-0.849, 3.947, -1.147], [-0.601, 3.859, 0.315], [-1.526, 4.625, 1.175], [-2.684, 5.140, 0.703], [-2.976, 4.995, -0.674], [-2.050, 4.467, -1.577], [-0.467, 3.176, -4.080], [-0.607, 1.892, -4.621], [-1.325, 1.677, -5.791], [-1.914, 2.747, -6.447], [-1.789, 4.030, -5.928], [-1.073, 4.242, -4.758], [1.920, 6.861, -2.591], [0.341, 6.299, -2.078], [0.807, 6.249, -3.793], [3.472, 5.262, -1.358], [2.896, 3.621, -1.065], [2.002, 5.033, -0.433], [3.452, 4.974, -3.922], [2.053, 4.244, -4.705], [3.070, 3.278, -3.624], [0.414, 4.214, 0.531], [-1.245, 4.790, 2.209], [-3.362, 5.679, 1.352], [-3.936, 5.337, -1.048], [-2.280, 4.493, -2.634], [-0.137, 1.050, -4.120], [-1.418, 0.678, -6.198], [-2.454, 2.588, -7.371], [-2.242, 4.869, -6.440], [-0.999, 5.255, -4.379]],
  "mulliken_charge": [1.250, -1.740, 0.429, 0.852, -0.419, -1.264, 0.056, -0.912, -0.711, -0.374, -0.900, -0.541, 0.756, 0.655, -1.848, 0.210, -0.882, -1.983, -0.521, -0.213, 1.198, -0.119, 0.729, 0.543, 0.754, 0.093, 0.357, 0.453, -0.179, 0.407, 0.516, 0.549, 0.172, 0.092, 0.470, 0.456, 0.111, 0.579, 0.309, 0.439, 0.583, 0.537, 0.613, 0.837, -0.832, -0.711, -0.068, -1.007, 0.744, -0.913, -0.546, 1.212, -0.017, -0.691, 0.014, -0.955, 1.235, -0.864, -0.924, -0.789, -0.793, 0.344, 0.450, 0.083, 0.218, 0.272, 0.407, 0.503, -0.017, 0.525, 0.023, 0.428, -0.657, 0.359, 0.483, 0.451, -0.293, 0.356, 0.504, -0.117, 0.462, 0.445, 0.449, 0.377, -1.608, 1.556, -0.874, -1.672, -0.371, 0.134, 1.028, 0.542, -0.341, -1.068, -0.588, -0.460, 1.116, -0.155, -0.777, -0.807, -0.909, -0.594, 0.448, 0.292, 0.361, 0.744, -0.696, 0.324, 0.541, 0.365, 0.135, -0.149, 0.624, 0.501, 0.539, 0.408, 0.168, 0.488, 0.437, 0.460, 0.313]
}



Entry 3:
{
  "formula": "BF4H26O13",
  "method": "ωB97M-V/def2-TZVPD",
  "homo_lumo_gap_ev": 8.59,
  "e_homo_ev": -6.16,
  "e_above_lowest_kj_mol": 2674.4,
  "total_charge": -1,
  "e_lumo_ev": 2.43,
  "e_tot_ha": -1417.3959,
  "elements": ["B", "F", "F", "F", "F", "O", "H", "H", "O", "H", "H", "O", "H", "H", "O", "H", "H", "O", "H", "H", "O", "H", "H", "O", "H", "H", "O", "H", "H", "O", "H", "H", "O", "H", "H", "O", "H", "H", "O", "H", "H", "O", "H", "H"],
  "xyz": [[0.329, 0.176, 0.086], [0.403, 1.208, -0.779], [-0.823, -0.562, -0.163], [1.309, -0.683, -0.247], [0.420, 0.600, 1.373], [3.293, -2.031, 0.343], [3.559, -2.676, -0.311], [2.340, -1.983, 0.260], [-2.577, -0.130, 0.215], [-1.651, 0.103, 0.275], [-2.916, 0.413, -0.497], [0.985, -0.070, -2.484], [0.580, 0.002, -1.619], [1.923, 0.025, -2.317], [-1.803, 0.902, -1.763], [-1.288, 0.100, -1.674], [-1.727, 1.134, -2.689], [1.583, 1.173, 2.579], [2.487, 1.374, 2.336], [1.125, 1.081, 1.744], [-1.536, 0.310, 2.139], [-0.651, 0.368, 1.780], [-1.950, -0.396, 1.642], [1.502, -1.274, 1.791], [2.246, -0.960, 2.305], [1.239, -0.519, 1.264], [-2.247, -2.503, -0.746], [-1.800, -1.804, -1.223], [-3.145, -2.188, -0.643], [1.091, 3.212, 0.064], [2.006, 2.929, 0.064], [0.692, 2.734, -0.663], [-1.151, 2.525, 1.771], [-1.370, 1.594, 1.725], [-1.560, 2.828, 2.582], [1.123, -2.428, -0.769], [0.498, -2.695, -0.094], [1.152, -1.473, -0.704], [-0.671, -2.513, 0.776], [-0.376, -1.612, 0.641], [-1.397, -2.622, 0.163], [-0.200, 2.415, -2.959], [-0.186, 1.974, -2.109], [-0.862, 1.942, -3.463]],
  "nbo_charge": [1.297, -0.494, -0.468, -0.385, -0.327, -1.006, 0.455, 0.488, -1.027, 0.455, 0.492, -0.922, 0.419, 0.471, -0.927, 0.464, 0.458, -1.016, 0.424, 0.454, -0.924, 0.429, 0.489, -0.921, 0.490, 0.398, -0.870, 0.480, 0.500, -0.921, 0.446, 0.464, -0.992, 0.441, 0.457, -1.084, 0.462, 0.435, -0.949, 0.428, 0.450, -0.911, 0.478, 0.423]
}



Entry 4:
{
  "formula": "C2F2N2O2",
  "method": "ωB97M-V/def2-TZVPD",
  "homo_lumo_gap_ev": [8.92, 8.92],
  "e_homo_ev": [-12.31, -12.31],
  "e_above_lowest_kj_mol": 483.3,
  "e_lumo_ev": [-3.39, -3.39],
  "e_tot_ha": -535.6699,
  "elements": ["C", "C", "N", "N", "O", "O", "F", "F"],
  "xyz": [[1.892, 0.077, -0.231], [-0.377, 0.592, 0.033], [2.972, -0.239, -0.181], [-0.953, -0.675, 0.013], [-1.203, -1.068, 1.112], [-1.214, -1.201, -1.011], [-0.430, 1.112, 1.237], [-0.688, 1.402, -0.972]],
  "nbo_charge": [0.104, 0.963, -0.415, 0.403, -0.294, -0.281, -0.237, -0.243]
}